Formula: C26H74N10O8
Source: the OMol25 dataset
Level of theory: ωB97M-V/def2-TZVPD

## Properties
SMILES ... COC[C@H](C)N.COC[C@H](C)N.COC[C@H](C)N.COC[C@H](C)N.COC[C@H](C)N.COC[C@H](C)N.NC(N)=O.NC(N)=O
Energy above the lowest of the compared OMol25 structures with the same formula, charge and spin ... 2.693 eV
Highest occupied orbital energy ... -8.786 eV
LUMO energy ... 0.319 eV
Total energy ... -2184.38872 hartree
Frontier orbital gap ... 9.1 eV
Multiplicity ... 1

XYZ file:
```
118
Properties=species:S:1:pos:R:3:mulliken_charge:R:1
C 14.421 10.816 7.342 0.3701
O 14.303 11.413 8.412 -0.6093
N 13.692 9.689 7.250 -0.3908
N 15.291 11.128 6.390 -0.3389
H 12.744 9.920 7.591 0.2700
H 13.837 8.996 6.481 0.2083
H 15.915 11.880 6.622 0.3060
H 15.567 10.502 5.660 0.2172
C 15.309 11.363 12.047 -0.3556
O 15.716 11.504 13.242 -0.2829
N 15.273 12.379 11.112 0.1799
N 15.050 10.113 11.569 0.3863
H 15.475 13.359 11.326 0.1931
H 14.979 12.144 10.186 -0.1551
H 14.563 9.942 10.704 0.0624
H 15.092 9.382 12.296 0.0618
C 20.879 7.187 11.901 -1.3976
C 21.411 8.527 12.333 0.5106
C 20.334 9.690 12.500 0.9578
O 19.932 10.143 11.232 -0.5571
C 18.886 11.035 11.189 -0.1723
N 21.948 8.386 13.699 -0.6397
H 21.625 6.409 11.883 0.4022
H 20.383 7.181 10.935 0.2686
H 20.103 6.953 12.588 0.3318
H 22.146 8.928 11.604 0.2325
H 20.858 10.552 12.892 -0.1221
H 19.477 9.292 13.038 -0.7918
H 18.649 11.157 10.146 0.1037
H 19.282 11.982 11.552 0.2394
H 18.019 10.755 11.805 0.1644
H 22.770 7.765 13.910 0.2744
H 22.267 9.358 13.863 0.1266
C 13.945 5.120 10.492 -1.4891
C 15.183 5.390 9.615 0.3222
C 15.301 6.866 9.514 -0.1830
O 16.482 7.143 8.656 -0.4539
C 17.131 8.385 8.936 -0.3463
N 16.319 4.643 10.212 -0.7685
H 13.727 5.923 11.220 0.3079
H 13.990 4.218 11.078 0.4719
H 13.090 4.965 9.865 0.3607
H 15.090 4.891 8.652 0.3789
H 15.493 7.146 10.524 0.0175
H 14.373 7.376 9.087 0.2131
H 17.513 8.314 9.972 0.1907
H 16.422 9.202 8.866 0.0730
H 17.930 8.475 8.186 0.3597
H 16.373 4.994 11.140 0.2540
H 17.179 4.988 9.756 0.2845
C 15.652 15.179 8.006 -1.1128
C 17.078 14.652 7.695 0.2533
C 17.832 14.177 8.838 0.1266
O 18.170 15.250 9.669 -0.4462
C 18.703 14.815 10.905 -0.3044
N 16.984 13.581 6.710 -0.5834
H 15.125 15.519 7.101 0.4097
H 15.646 15.958 8.829 0.3026
H 15.125 14.286 8.383 0.0296
H 17.504 15.566 7.209 0.2464
H 18.615 13.507 8.460 0.2890
H 17.169 13.555 9.361 -0.3066
H 18.974 15.681 11.460 0.3325
H 19.598 14.178 10.756 0.3116
H 17.977 14.259 11.524 -0.0577
H 17.902 13.387 6.419 0.2021
H 16.500 13.963 5.890 0.2744
C 17.744 13.647 16.587 -1.3012
C 18.124 14.003 15.119 -0.1638
C 19.169 13.091 14.440 1.3163
O 20.371 13.174 15.077 -0.4374
C 21.577 12.937 14.443 -0.4808
N 16.957 14.262 14.226 -0.4115
H 18.617 13.580 17.252 0.3397
H 17.193 12.729 16.593 0.1856
H 17.068 14.434 16.971 0.3547
H 18.623 14.950 15.279 0.4003
H 19.209 13.398 13.366 -0.4147
H 18.700 12.054 14.578 -0.3584
H 21.792 11.854 14.365 0.0791
H 22.343 13.423 15.085 0.2904
H 21.626 13.396 13.453 0.2777
H 16.289 14.928 14.532 0.2889
H 16.446 13.376 14.125 0.1047
C 10.424 12.354 7.973 -1.4026
C 10.739 12.888 9.368 0.5107
C 9.446 13.449 9.983 -0.7345
O 8.955 14.583 9.251 -0.2905
C 7.944 15.284 9.908 -0.6707
N 11.414 11.888 10.207 -0.5225
H 11.361 12.213 7.466 0.1974
H 9.857 13.111 7.457 0.4513
H 9.826 11.459 8.093 0.3402
H 11.430 13.717 9.112 0.1785
H 9.607 13.748 11.019 0.4378
H 8.697 12.643 10.090 0.3001
H 7.819 16.299 9.411 0.2289
H 8.172 15.473 11.015 0.2743
H 6.941 14.809 9.859 0.2782
H 10.834 11.053 10.321 0.2697
H 12.321 11.524 9.858 0.1248
C 17.149 8.704 14.337 -0.8151
C 16.253 9.094 15.528 1.7468
C 14.886 8.484 15.528 -1.2885
O 13.990 9.035 14.535 -0.2664
C 13.452 10.285 14.877 -0.5675
N 16.867 8.751 16.801 -0.8051
H 16.822 8.920 13.328 -0.1265
H 17.253 7.627 14.282 0.5000
H 18.160 9.110 14.338 0.0589
H 16.064 10.137 15.526 -0.6307
H 14.405 8.505 16.492 0.4128
H 14.964 7.414 15.277 0.3764
H 14.213 10.948 15.261 0.2717
H 12.606 10.112 15.646 0.2847
H 13.096 10.732 13.933 0.1134
H 17.870 8.921 16.630 0.3434
H 16.892 7.706 16.817 0.3365
```